# 1
Density functional theory data (ωB97M-V/def2-TZVPD) for C10H25N2O5S as an isolated structure at a distorted geometry.

Calculated values
DFT total energy: -34814.4975 eV

Geometry as ORCA input:
```
! RIJCOSX wB97M-V def2-TZVPD def2/J DEFGRID3
* xyz 1 1
C 0.148 -1.806 -2.178
C 0.461 -2.807 -1.062
O 0.944 -3.840 -1.276
N 0.402 -2.347 0.462
H 1.297 -2.225 0.819
H -0.099 -1.483 0.604
C 0.007 -3.364 1.412
H 0.915 -1.733 -2.966
H -0.137 -0.640 -1.905
H -0.621 -2.191 -2.891
H -1.137 -3.345 1.351
H -0.096 -3.041 2.533
H 0.326 -4.376 1.496
C -3.115 1.348 -1.144
C -3.801 0.907 0.150
O -4.830 1.580 0.479
N -3.322 -0.236 0.851
H -3.595 -1.036 0.390
H -2.143 -0.087 0.819
C -4.142 -0.330 2.138
H -3.715 1.955 -1.958
H -2.864 0.359 -1.790
H -2.028 1.917 -1.104
H -5.205 -0.392 2.431
H -3.820 0.679 2.635
H -3.817 -1.347 2.672
O -0.818 -0.096 0.724
H -0.796 0.650 0.169
C 2.558 2.903 0.171
C 3.983 2.548 0.109
C 4.238 1.532 -0.747
S 2.753 0.539 -0.764
O 3.093 -0.574 -0.002
O 2.402 0.354 -2.083
C 1.717 1.657 0.045
H 2.205 3.322 -0.858
H 1.980 3.613 0.871
H 4.199 2.223 1.117
H 4.539 3.507 -0.079
H 5.311 0.847 -0.327
H 4.392 1.827 -1.743
H 1.529 1.154 1.035
H 0.682 1.879 -0.609
*
```

Atom charges from the Löwdin analysis, given in e for atoms 1 to 2:
1 C 0.0007
2 C -0.3327

***

# 2
Density functional theory data (ωB97M-V/def2-TZVPD) for the molecule C4H6N2.

Calculated values
DFT total energy: -7222.4264 eV

Geometry as ORCA input:
```
! RIJCOSX wB97M-V def2-TZVPD def2/J DEFGRID3
* xyz 0 1
N 1.924 0.075 0.388
C 0.634 0.205 -0.241
C -0.278 1.371 0.037
C -1.536 0.763 0.096
C -1.439 -0.641 0.057
N -0.184 -1.022 -0.076
H 2.669 0.208 -0.284
H 2.024 0.794 1.095
H 0.736 0.319 -1.334
H -2.487 1.275 0.204
H -2.234 -1.381 0.120
H 0.171 -1.966 -0.061
*
```

Atom charges from the Löwdin analysis, given in e for atoms 1 to 2:
1 N 0.0497
2 C -0.4676

***

# 3
Density functional theory data (ωB97M-V/def2-TZVPD) for C51H35F5N13O3RbS2 as an isolated structure at a distorted geometry.

Calculated values
DFT total energy: -114878.0434 eV

Geometry as ORCA input:
```
! RIJCOSX wB97M-V def2-TZVPD def2/J DEFGRID3
* xyz -2 1
Rb -0.168 -0.498 -1.447
C 5.765 -1.716 -3.055
C 5.528 -0.930 -4.180
C 4.260 -0.396 -4.351
C 3.271 -0.556 -3.387
C 3.566 -1.284 -2.226
C 4.803 -1.893 -2.073
N 1.982 0.072 -3.467
N 1.860 0.857 -4.410
C 0.640 1.497 -4.615
C 0.675 2.308 -5.792
C -0.531 2.853 -6.252
C -1.707 2.632 -5.532
C -1.682 1.917 -4.372
C -0.497 1.347 -3.781
H 6.729 -2.195 -2.897
H 6.309 -0.718 -4.920
H 4.020 0.187 -5.209
H 2.859 -1.416 -1.434
H 5.037 -2.484 -1.186
H 1.605 2.479 -6.329
H -0.582 3.480 -7.132
H -2.671 2.985 -5.951
H -2.591 1.768 -3.781
C -5.869 -0.579 1.002
N -4.807 -1.193 0.217
C -3.769 -0.611 -0.422
N -2.993 -1.521 -0.950
C -3.594 -2.676 -0.531
N -4.705 -2.543 0.155
C -5.699 -0.844 2.484
C -6.261 -1.921 3.119
C -6.086 -2.114 4.495
C -5.319 -1.224 5.198
C -4.698 -0.150 4.557
C -4.853 -0.002 3.169
C -3.874 0.783 5.287
N -3.750 0.962 6.545
N -2.836 2.058 6.695
C -2.516 2.408 5.510
O -3.132 1.668 4.554
C -1.560 3.434 5.076
C -0.985 4.240 6.035
C -0.026 5.168 5.681
C 0.329 5.309 4.319
C -0.245 4.491 3.343
C 0.245 4.600 1.913
N -0.730 4.051 1.001
C -0.766 2.817 0.449
N -1.956 2.596 -0.095
C -2.593 3.765 0.127
N -1.920 4.674 0.824
C -1.194 3.559 3.732
H -6.815 -0.945 0.619
H -5.790 0.500 0.819
H -3.648 0.465 -0.504
H -3.155 -3.633 -0.774
H -6.855 -2.623 2.588
H -6.536 -2.972 4.982
H -5.153 -1.315 6.249
H -4.330 0.793 2.675
H -1.279 4.105 7.077
H 0.376 5.822 6.435
H 1.024 6.058 4.006
H 1.182 4.055 1.745
H 0.434 5.642 1.639
H 0.062 2.118 0.474
H -3.590 3.961 -0.250
H -1.674 2.905 3.011
O 0.752 -4.599 -0.631
N 0.129 -3.530 -0.290
N 0.181 -3.120 0.925
O -0.422 -2.004 1.240
C 0.947 -3.749 1.964
C 1.299 -5.124 1.959
C 1.991 -5.663 3.044
C 2.298 -4.885 4.172
C 1.918 -3.551 4.181
C 1.238 -2.977 3.103
H 1.085 -5.714 1.079
H 2.337 -6.686 3.039
H 2.801 -5.295 5.040
H 2.136 -2.905 5.034
H 0.924 -1.952 3.080
F 8.160 4.371 0.107
C 6.921 3.842 0.249
C 5.810 4.680 0.381
F 6.005 6.024 0.286
C 4.553 4.160 0.590
F 3.526 5.038 0.709
C 4.275 2.772 0.679
S 2.714 2.141 0.978
C 5.412 1.962 0.558
F 5.294 0.634 0.663
C 6.694 2.470 0.355
F 7.725 1.630 0.235
S -2.657 -3.480 -5.691
C -2.446 -2.367 -4.331
N -1.294 -2.380 -3.770
C -0.455 -3.294 -4.399
C 0.864 -3.543 -4.020
C 1.587 -4.475 -4.723
C 0.986 -5.188 -5.757
C -0.300 -4.929 -6.165
C -1.014 -3.972 -5.485
H -3.226 -1.684 -3.965
H 1.259 -2.989 -3.194
H 2.596 -4.719 -4.410
H 1.546 -5.922 -6.320
H -0.718 -5.465 -6.998
*
```

Atom charges from the Löwdin analysis, given in e for atoms 1 to 2:
1 Rb 0.5817
2 C -0.1177

***

The records above give, respectively, HOMO energy values of -13.1; -7.9; -2.2 eV.
The records above give, respectively, LUMO level values of -0.11245; 0.01249; 0.12228 Eh.
The records above give, respectively, ΔE to the lowest compared entry with this formula, charge and spin values of 60.9; 73.0; 0.1 kcal per mole.